Below is a cluster of 6 separate species, C44H87FN6Si in total, with properties calculated with ωB97M-V with the def2-TZVPD basis set.

Geometry as XYZ:
```
139
C44H87FN6Si | OMol25 | ωB97M-V with the def2-TZVPD basis set
C 6.1421 0.0366 3.4149
C 6.7494 -0.5523 2.1341
C 5.7245 -1.3952 1.3763
C 6.2438 -1.8884 0.0126
C 5.7792 -1.0116 -1.1461
C 4.2402 -0.9498 -1.2727
C 3.6934 0.4628 -1.1251
C 2.1682 0.4725 -0.9110
C 1.4713 1.7641 -1.3569
C 1.3062 2.7462 -0.1946
C 0.3031 2.2591 0.8732
C -0.9326 3.1313 1.0595
C -2.0710 2.8959 0.0639
C -2.2672 1.4272 -0.3054
C -3.6949 1.0404 -0.6457
C -3.8912 -0.4765 -0.7632
C -2.8822 -1.1923 -1.6698
C -2.5336 -2.6211 -1.1869
Si -1.0627 -2.6090 -0.0182
C -1.3292 -1.5208 1.4857
C -1.9921 -2.2167 2.7030
C -2.9492 -1.2400 3.3972
C -2.3312 0.1007 3.8472
N -0.9207 0.0878 4.2412
C -0.5623 -4.3655 0.5402
C 0.2409 -5.0873 -0.5333
F 0.2697 -4.2306 1.6746
H 6.7221 0.9026 3.7211
H 5.1154 0.3402 3.2178
H 6.1708 -0.6833 4.2271
H 7.0870 0.2458 1.4739
H 7.5844 -1.1969 2.4059
H 5.4212 -2.2536 1.9763
H 4.8405 -0.7725 1.2397
H 7.3345 -1.8668 0.0539
H 5.9456 -2.9197 -0.1731
H 6.1521 0.0051 -1.0064
H 6.2151 -1.3608 -2.0822
H 3.8981 -1.4021 -2.2037
H 3.8178 -1.5487 -0.4634
H 3.9690 1.0623 -1.9936
H 4.1516 0.9200 -0.2462
H 1.7578 -0.3971 -1.4269
H 2.0114 0.3016 0.1549
H 0.5147 1.5189 -1.8210
H 2.0875 2.2288 -2.1279
H 1.0290 3.7365 -0.5550
H 2.2895 2.8256 0.2721
H 0.8200 2.2463 1.8338
H 0.0517 1.2200 0.6595
H -0.6380 4.1798 1.0090
H -1.3270 2.9465 2.0593
H -1.9548 3.5003 -0.8388
H -2.9830 3.2632 0.5409
H -1.9282 0.8177 0.5328
H -1.5918 1.1964 -1.1293
H -4.3518 1.4020 0.1483
H -3.9995 1.4940 -1.5918
H -4.8760 -0.6428 -1.2066
H -3.9513 -0.9353 0.2247
H -3.3185 -1.2828 -2.6629
H -1.9451 -0.6620 -1.7887
H -3.4230 -3.1177 -0.7962
H -2.2063 -3.1864 -2.0645
H 0.0900 -2.0637 -0.7895
H -0.4010 -1.0443 1.7881
H -2.0225 -0.7417 1.1779
H -2.6135 -3.0309 2.3258
H -1.2368 -2.6079 3.3773
H -3.4828 -1.7028 4.2248
H -3.7226 -1.0093 2.6618
H -2.9129 0.4654 4.6912
H -2.4505 0.8499 3.0651
H -0.3082 0.4158 3.5150
H -0.6161 -0.8035 4.5963
H -1.4431 -4.9455 0.8182
H 1.2605 -4.7126 -0.5064
H -0.1961 -4.8952 -1.5133
H 0.2644 -6.1614 -0.3585
C -4.5820 3.6256 5.5735
C -6.0646 3.4940 5.2425
C -6.6886 2.2065 5.7953
C -6.0340 1.0286 5.2257
N -5.5250 0.1245 4.7309
H -4.0009 2.8180 5.1252
H -4.1882 4.5650 5.1862
H -4.4125 3.6084 6.6526
H -6.1976 3.5245 4.1606
H -6.6048 4.3477 5.6565
H -7.7488 2.1594 5.5459
H -6.5982 2.1645 6.8821
C 5.2548 -1.1839 9.1989
C 4.1339 -0.2929 8.6765
C 4.2147 -0.0587 7.1640
C 5.4674 0.6016 6.7928
N 6.4509 1.1195 6.5010
H 6.2325 -0.7285 9.0364
H 5.1435 -1.3505 10.2702
H 5.2460 -2.1570 8.7041
H 4.1616 0.6682 9.1927
H 3.1693 -0.7496 8.9035
H 3.3875 0.5668 6.8278
H 4.1552 -1.0067 6.6266
C 1.9858 -1.1892 -6.3407
C 2.4451 -1.8126 -5.0298
C 1.3057 -2.4861 -4.2564
C 0.2624 -1.5225 -3.9062
N -0.5456 -0.7546 -3.6242
H 1.2560 -0.3948 -6.1689
H 2.8316 -0.7550 -6.8677
H 1.5319 -1.9398 -6.9888
H 2.9026 -1.0448 -4.4036
H 3.2140 -2.5589 -5.2354
H 1.6749 -2.9351 -3.3330
H 0.8551 -3.2779 -4.8574
C 2.8777 -2.0414 -12.4818
C 1.6364 -2.2094 -11.6135
C 1.7538 -1.4972 -10.2609
C 2.8728 -2.0236 -9.4788
N 3.7636 -2.4565 -8.8962
H 3.7561 -2.4812 -12.0084
H 2.7407 -2.5349 -13.4436
H 3.0850 -0.9866 -12.6711
H 1.4486 -3.2715 -11.4473
H 0.7673 -1.8098 -12.1386
H 0.8408 -1.6264 -9.6781
H 1.9091 -0.4268 -10.4042
C -7.1141 5.3338 -1.6751
C -7.1759 3.8129 -1.7527
C -7.9296 3.1845 -0.5750
C -7.2908 3.5029 0.7045
N -6.7963 3.7552 1.7118
H -6.5722 5.6642 -0.7876
H -6.5976 5.7395 -2.5448
H -8.1152 5.7685 -1.6445
H -6.1655 3.4097 -1.7893
H -7.6727 3.5140 -2.6776
H -7.9629 2.0992 -0.6763
H -8.9573 3.5498 -0.5423
```

frontier orbital gap: 9.12 eV
multiplicity: 1
E_LUMO: 0.64 eV
HOMO level: -8.48 eV
SMILES: CCCCCCCCCCCCCCCCCC[Si@@H](CCCCN)[C@@H](C)F.CCCC#N.CCCC#N.CCCC#N.CCCC#N.CCCC#N

Mulliken atomic charge list, values in e, 2 entries:
1. C -1.21
2. C -0.48



Below is a cluster of 9 separate species, C16H48ClO12 in total at a distorted geometry, with properties calculated with ωB97M-V with the def2-TZVPD basis set.

Geometry as XYZ:
```
77
C16H48ClO12 | OMol25 | ωB97M-V with the def2-TZVPD basis set
Cl 0.2400 -0.4921 -0.5157
O 0.1917 -1.5606 -1.4551
O -0.8914 -0.6110 0.2626
O 0.1866 0.7332 -1.2624
O 1.4971 -0.4534 0.2062
C 5.3184 0.8494 1.5438
C 4.6029 1.6686 0.5156
O 5.2287 1.7697 -0.7435
H 4.9402 0.8027 2.5650
H 6.3551 1.1694 1.6484
H 5.2455 -0.1975 1.2490
H 4.2093 2.6730 0.6717
H 3.5953 1.3153 0.2964
H 5.6887 0.9275 -0.7176
C -2.4583 -3.0280 -3.0336
C -2.8660 -1.5893 -2.6384
O -2.0742 -0.5999 -3.2781
H -1.4763 -3.3883 -2.7268
H -2.6843 -3.2598 -4.0744
H -3.1062 -3.6277 -2.3944
H -2.6735 -1.5622 -1.5659
H -3.9017 -1.4892 -2.9629
H -1.3166 -0.4675 -2.7035
C 2.7808 -0.0214 -3.8487
C 3.9218 0.4126 -2.9431
O 4.5753 1.6267 -3.3872
H 2.1759 -0.5682 -3.1254
H 2.9948 -0.8209 -4.5580
H 2.2728 0.8726 -4.2104
H 4.6566 -0.3831 -2.8200
H 3.5232 0.5194 -1.9342
H 4.3603 1.5240 -4.3172
C 0.9822 4.2046 -1.5396
C 2.1523 3.2748 -1.5112
O 3.4822 3.9226 -1.4659
H 0.9040 4.6539 -0.5496
H 0.0148 3.7154 -1.6526
H 0.9234 4.9378 -2.3440
H 2.1695 2.7012 -2.4379
H 2.0276 2.4748 -0.7814
H 3.2670 4.6110 -0.8324
C -3.4329 3.2954 1.7966
C -2.3271 2.8072 0.8598
O -2.4310 3.4886 -0.3192
H -3.4537 2.7795 2.7565
H -4.3994 3.1853 1.3047
H -3.3470 4.3390 2.0995
H -2.6095 1.8336 0.4592
H -1.3677 2.8203 1.3769
H -2.1212 3.0198 -1.0975
C -5.8303 -0.9746 1.2143
C -4.4220 -1.3063 0.7536
O -3.7238 -1.9876 1.7992
H -6.3175 -0.2653 0.5454
H -5.8421 -0.4651 2.1778
H -6.4319 -1.8569 1.4327
H -3.9363 -0.3996 0.3928
H -4.4486 -1.8667 -0.1809
H -2.8088 -2.1622 1.5668
C -1.0114 -4.5806 1.8338
C -0.9483 -4.6780 0.3616
O 0.3105 -4.3832 -0.1520
H -0.8840 -3.5294 2.0921
H -0.3509 -5.2902 2.3321
H -2.0192 -4.7696 2.2038
H -1.7075 -4.0370 -0.0864
H -1.3189 -5.6276 -0.0245
H 0.2211 -3.5996 -0.6994
C -0.1173 -0.7730 4.4950
C 1.0963 0.1483 4.4642
O 2.0259 -0.4744 3.6839
H -0.6221 -0.7512 3.5292
H -0.8243 -0.3565 5.2125
H 0.0963 -1.7654 4.8921
H 1.6041 0.1254 5.4284
H 0.9485 1.1585 4.0825
H 1.7163 -0.3406 2.7851
```

total charge: -1
frontier orbital gap: 9.68 eV
relative energy (zero: lowest compared OMol25 entry of this formula, charge and spin): 3.612 eV
multiplicity: 1
E_LUMO: 2.80 eV
HOMO level: -6.88 eV

Mulliken atomic charge list, values in e, 2 entries:
1. Cl 1.44
2. O -0.61



Below is a structure of composition C24H28Cl3Ge2N3O9V at a distorted geometry, with properties calculated with ωB97M-V with the def2-TZVPD basis set.

Geometry as XYZ:
```
70
C24H28Cl3Ge2N3O9V | OMol25 | ωB97M-V with the def2-TZVPD basis set
V -0.2892 0.7215 -1.3316
C 3.6082 2.4227 -1.9618
C 3.2210 1.1341 -2.6933
Ge 2.0632 -0.0833 -1.6918
C 2.3558 -1.8556 -2.4772
C 1.8895 -3.0071 -1.5835
C 2.8030 -0.1879 0.1054
C 2.1236 -0.0567 1.2531
Ge 0.1710 0.1382 1.0935
C -0.6628 1.5973 2.1189
C -0.3990 1.7413 3.6214
C -0.7844 -1.5414 1.4393
C -0.6143 -2.2465 2.7874
C 2.8270 -0.1449 2.5778
C 2.1308 -0.3928 3.7560
C 2.7787 -0.4985 4.9813
C 4.1543 -0.3535 5.0531
C 4.8681 -0.0857 3.8908
C 4.2129 0.0232 2.6768
H 4.4786 2.8905 -2.4279
H 3.8567 2.2348 -0.9149
H 2.8014 3.1507 -1.9875
H 4.1139 0.5352 -2.8969
H 2.7623 1.3566 -3.6588
H 3.4368 -1.9184 -2.6379
H 1.8833 -1.9015 -3.4605
H 2.3273 -2.9346 -0.5860
H 2.1736 -3.9779 -1.9969
H 0.8034 -3.0103 -1.4682
H 3.8735 -0.3984 0.1587
H -1.7364 1.4673 1.9529
H -0.3724 2.5214 1.6141
H -0.7511 0.8748 4.1854
H -0.9229 2.6160 4.0149
H 0.6601 1.8709 3.8383
H -0.4794 -2.2180 0.6388
H -1.8425 -1.3002 1.2792
H 0.4328 -2.4687 2.9943
H -1.1531 -3.1968 2.7929
H -1.0018 -1.6488 3.6160
H 1.0576 -0.5149 3.7214
H 2.2028 -0.6897 5.8784
H 4.6669 -0.4407 6.0027
H 5.9423 0.0446 3.9332
H 4.7880 0.2614 1.7926
Cl -0.8898 5.0058 -0.0765
C -1.3333 3.8958 -1.3832
Cl -2.4028 2.5986 -0.6882
Cl -2.1680 4.7391 -2.6481
C 0.0014 3.2436 -1.8970
O 0.5035 3.6055 -2.9068
O 0.4749 2.3360 -1.0224
O -7.5059 -1.8810 -1.5768
N -6.9860 -0.9283 -2.1094
O -7.5592 0.0104 -2.6134
C -5.4998 -0.9065 -2.1491
C -4.7962 -1.9416 -1.5781
C -3.4201 -1.8822 -1.5634
C -2.7250 -0.7577 -2.0182
O -1.4707 -0.5024 -1.7149
C -3.4861 0.1717 -2.7392
C -4.8636 0.1292 -2.7885
N -2.8280 1.2814 -3.5123
O -1.6075 1.3731 -3.4977
O -3.5573 2.0046 -4.1400
N -2.7043 -3.0925 -1.0570
O -1.5414 -3.2036 -1.3567
O -3.3769 -3.9206 -0.4851
H -5.2992 -2.8020 -1.1597
H -5.4176 0.8941 -3.3125
```

frontier orbital gap (spin up / spin down): 6.62 / 6.51 eV
relative energy (zero: lowest compared OMol25 entry of this formula, charge and spin): 0.000 eV
multiplicity: 2
<S²>: 0.80
E_LUMO (spin up / spin down): -1.86 / -1.85 eV
HOMO level (spin up / spin down): -8.49 / -8.36 eV

Mulliken atomic charge list, values in e, 2 entries:
1. V 0.43
2. C -0.93



Below is the ion C8H12N2P with charge +1 at a distorted geometry, with properties calculated with ωB97M-V with the def2-TZVPD basis set.

Geometry as XYZ:
```
23
C8H12N2P | OMol25 | ωB97M-V with the def2-TZVPD basis set
C -1.7148 0.4946 1.1937
C -2.4560 -0.4984 0.2811
C -2.0499 -0.1890 -1.2314
N -0.5783 0.0806 -1.4538
C 0.3493 -1.1438 -0.9023
C 1.4616 -0.6312 -0.3378
C 2.6293 -1.1066 0.3121
C 3.1396 0.0181 0.8877
C 2.4653 1.1327 0.4766
N 1.4210 0.8063 -0.2691
P 0.1934 1.6215 -1.1500
H -2.0170 0.2557 2.3050
H -0.6586 0.1244 1.1073
H -1.7135 1.5335 1.2115
H -3.4756 -0.1015 0.4379
H -2.2654 -1.4566 0.6351
H -2.2539 -1.1393 -1.8839
H -2.6340 0.7262 -1.5638
H -0.1598 -2.0643 -0.7832
H 2.8861 -2.1353 0.5104
H 3.9471 0.0095 1.7336
H 2.6087 2.1697 0.8231
H 0.8751 1.4934 -2.3396
```

total charge: +1
frontier orbital gap: 7.43 eV
relative energy (zero: lowest compared OMol25 entry of this formula, charge and spin): 1.019 eV
multiplicity: 1
E_LUMO: -5.65 eV
HOMO level: -13.08 eV
SMILES: CCC[n+]1cc2cccn2[pH]1

Mulliken atomic charge list, values in e, 2 entries:
1. C -1.02
2. C -0.35



Below is the ion C6H15N2 with charge +1 at a distorted geometry, with properties calculated with ωB97M-V with the def2-TZVPD basis set.

Geometry as XYZ:
```
23
C6H15N2 | OMol25 | ωB97M-V with the def2-TZVPD basis set
C 1.7185 -1.3874 0.9143
C 1.9441 -0.0423 0.2291
C 1.4410 1.1555 1.0315
C 0.0230 1.1145 1.5357
C -1.0061 0.9216 0.3749
N -0.7201 -0.1469 -0.4291
C -1.2409 -0.1119 -1.7503
N -2.1806 -1.2002 -1.8239
H 2.2236 -2.2280 0.4395
H 2.1723 -1.3747 1.9068
H 0.6521 -1.5645 1.0347
H 2.9870 0.1288 -0.0494
H 1.4054 -0.0442 -0.7462
H 1.5592 2.0193 0.3667
H 2.1565 1.4119 1.8137
H -0.1293 0.2827 2.2284
H -0.2023 2.0394 2.0559
H -1.1339 1.8492 -0.2048
H -1.9362 0.7876 0.9311
H -1.7276 0.8219 -2.0345
H -0.4155 -0.3089 -2.4461
H -1.7615 -2.1259 -1.7217
H -2.8420 -1.1871 -1.0463
```

total charge: +1
frontier orbital gap: 7.34 eV
relative energy (zero: lowest compared OMol25 entry of this formula, charge and spin): 4.826 eV
multiplicity: 1
E_LUMO: -7.70 eV
HOMO level: -15.04 eV

Mulliken atomic charge list, values in e, 2 entries:
1. C -1.11
2. C -0.17



Copy entry 4 word for word.
Below is the ion C8H12N2P with charge +1 at a distorted geometry, with properties calculated with ωB97M-V with the def2-TZVPD basis set.

Geometry as XYZ:
```
23
C8H12N2P | OMol25 | ωB97M-V with the def2-TZVPD basis set
C -1.7148 0.4946 1.1937
C -2.4560 -0.4984 0.2811
C -2.0499 -0.1890 -1.2314
N -0.5783 0.0806 -1.4538
C 0.3493 -1.1438 -0.9023
C 1.4616 -0.6312 -0.3378
C 2.6293 -1.1066 0.3121
C 3.1396 0.0181 0.8877
C 2.4653 1.1327 0.4766
N 1.4210 0.8063 -0.2691
P 0.1934 1.6215 -1.1500
H -2.0170 0.2557 2.3050
H -0.6586 0.1244 1.1073
H -1.7135 1.5335 1.2115
H -3.4756 -0.1015 0.4379
H -2.2654 -1.4566 0.6351
H -2.2539 -1.1393 -1.8839
H -2.6340 0.7262 -1.5638
H -0.1598 -2.0643 -0.7832
H 2.8861 -2.1353 0.5104
H 3.9471 0.0095 1.7336
H 2.6087 2.1697 0.8231
H 0.8751 1.4934 -2.3396
```

total charge: +1
frontier orbital gap: 7.43 eV
relative energy (zero: lowest compared OMol25 entry of this formula, charge and spin): 1.019 eV
multiplicity: 1
E_LUMO: -5.65 eV
HOMO level: -13.08 eV
SMILES: CCC[n+]1cc2cccn2[pH]1

Mulliken atomic charge list, values in e, 2 entries:
1. C -1.02
2. C -0.35